Entry 1:
The following is a DFT calculation (the ωB97M-V functional and the def2-TZVPD basis) of an isolated molecule of C24H26BrN6O3P in a non-equilibrium geometry.

Calculated values
energy: -4399.88096 Eh
E_HOMO: -0.31134 hartree
HOMO-LUMO gap: 0.331 hartree
SMILES: Cc1nn(CCC#N)c(NC(=O)c2ccccc2)c1[P@@](=O)(Nc1ccc(Br)cc1)N1CCOCC1
ΔE to the lowest compared entry with this formula, charge and spin: 4.4 kcal per mole

Each line ends with the Mulliken charge.
Cartesian coordinates (Å):
C 2.2528 -2.5195 -1.4323  -0.934
C 1.7027 -1.1441 -1.5223  0.891
N 2.1880 -0.2819 -2.3881  -1.290
N 1.5116 0.8683 -2.2465  1.069
C 1.8167 1.9445 -3.1514  -0.819
C 0.8548 1.9639 -4.3511  -0.487
C -0.4896 2.2973 -3.9537  0.389
N -1.5559 2.5577 -3.6354  -0.493
C 0.5742 0.7575 -1.2848  -0.459
N -0.3416 1.7094 -0.8964  0.512
C -0.1696 3.0566 -0.7464  0.294
O 0.8818 3.6201 -0.9943  -0.750
C -1.3705 3.7828 -0.2645  0.759
C -2.3895 3.1928 0.4802  -0.124
C -3.4661 3.9542 0.8982  -0.977
C -3.5427 5.2995 0.5770  -0.332
C -2.5288 5.8934 -0.1564  -0.639
C -1.4460 5.1411 -0.5673  -0.695
C 0.6614 -0.5435 -0.7779  -0.937
P -0.4597 -1.0856 0.5136  0.690
O -1.7079 -0.2981 0.5280  -0.971
N -0.9216 -2.6868 0.2891  0.120
C -0.2553 -3.9010 0.3264  0.306
C -0.7710 -4.9846 -0.3864  -0.640
C -0.1478 -6.2162 -0.3476  -0.662
C 1.0009 -6.3710 0.4090  -0.009
Br 1.8714 -8.0658 0.4606  -0.209
C 1.5224 -5.3120 1.1322  -0.781
C 0.8937 -4.0832 1.0935  0.256
N 0.4232 -1.1333 1.9508  0.255
C 1.5951 -0.3017 2.1384  -0.961
C 1.1956 1.0965 2.6144  -0.232
O 0.4355 1.0239 3.7970  -0.477
C -0.7375 0.2631 3.6038  -0.213
C -0.4105 -1.1582 3.1413  -0.960
H 1.4974 -3.2543 -1.7067  0.203
H 2.5843 -2.7374 -0.4194  0.232
H 3.0943 -2.6041 -2.1143  0.389
H 2.8311 1.7586 -3.5103  0.403
H 1.7766 2.8932 -2.6085  0.388
H 0.8444 0.9826 -4.8355  0.312
H 1.1956 2.7097 -5.0735  0.400
H -1.1844 1.2893 -0.5128  0.333
H -2.3544 2.1506 0.7615  0.458
H -4.2510 3.4928 1.4790  0.421
H -4.3901 5.8845 0.9027  0.391
H -2.5821 6.9427 -0.4055  0.389
H -0.6426 5.5867 -1.1342  0.431
H -1.8035 -2.7044 -0.2083  0.248
H -1.6676 -4.8589 -0.9764  0.375
H -0.5510 -7.0486 -0.9031  0.425
H 2.4129 -5.4481 1.7264  0.444
H 1.2826 -3.2559 1.6623  0.474
H 2.1504 -0.2398 1.2012  0.537
H 2.2245 -0.7759 2.9011  0.381
H 2.0748 1.6985 2.8498  0.433
H 0.6144 1.5956 1.8208  0.080
H -1.2534 0.2506 4.5651  0.397
H -1.3761 0.7458 2.8509  0.058
H -1.3299 -1.6989 2.9069  0.479
H 0.1324 -1.6910 3.9303  0.427

Atomic forces in eV per Å
0.052 0.046 -0.117
-0.146 0.285 -0.072
0.689 -0.573 -0.352
-0.460 0.050 0.562
0.119 0.468 -0.408
0.745 -0.201 -0.076
-0.232 0.039 -0.133
-0.566 0.160 0.131
0.381 -0.301 0.176
-0.384 0.069 0.181
0.209 -0.200 -0.009
-0.001 0.100 0.045
-0.267 0.405 0.144
0.146 0.014 -0.100
-0.100 0.021 0.052
-0.023 -0.022 0.030
-0.008 0.031 -0.002
0.119 -0.155 -0.027
-0.690 0.231 0.522
1.187 -0.869 0.223
-0.404 0.488 -0.144
-0.538 0.940 -0.231
0.335 -0.523 0.192
0.056 0.190 0.067
0.142 -0.072 0.077
0.138 -0.242 0.006
-0.094 0.179 -0.004
-0.043 -0.199 -0.115
-0.098 -0.052 0.024
-0.461 0.140 -1.197
0.283 0.494 0.072
0.269 -0.104 -0.200
0.076 0.003 0.203
-0.218 -0.183 -0.011
-0.285 0.023 0.420
0.012 -0.095 0.032
0.049 -0.078 0.008
0.058 -0.048 -0.016
-0.157 0.019 0.065
0.064 -0.285 -0.167
0.050 0.121 -0.018
0.011 -0.095 0.002
-0.020 0.002 -0.077
0.019 -0.166 0.006
-0.050 -0.041 0.046
-0.068 0.043 0.025
-0.001 0.078 -0.028
0.058 0.030 -0.032
0.034 -0.065 0.054
-0.090 0.027 -0.069
-0.023 -0.059 -0.034
0.065 -0.012 0.043
0.052 0.026 0.071
0.067 0.012 0.118
0.014 0.040 -0.075
-0.033 -0.014 -0.098
0.068 0.002 0.056
-0.031 -0.043 -0.075
0.017 -0.051 0.073
-0.006 -0.018 0.185
-0.085 -0.010 -0.020

***

Entry 2:
The following is a DFT calculation (the ωB97M-V functional and the def2-TZVPD basis) of a structure of composition C24H26BrN6ORhS in a non-equilibrium geometry.

Calculated values
energy: -4416.15952 Eh
E_HOMO (spin up / spin down): -0.41868 / -0.48268 hartree
HOMO-LUMO gap (spin up / spin down): 0.206 / 0.165 hartree
multiplicity: 5
net charge: +2
<S²>: 6.065
ΔE to the lowest compared entry with this formula, charge and spin: 27.5 kcal per mole

Each line ends with the Mulliken charge.
Cartesian coordinates (Å):
Rh 0.7714 0.7924 -0.2789  0.615
Br -2.5051 7.3181 -1.6979  -0.046
C -1.7708 5.5778 -1.6488  -0.008
C -1.8466 4.7702 -2.7910  -0.568
C -1.2337 3.5398 -2.7845  -0.568
C -0.5635 3.0313 -1.6423  0.285
O 0.0910 1.9398 -1.7506  -0.299
C -0.6246 3.8157 -0.4121  0.718
C -0.1721 3.3465 0.8399  -0.453
N 0.2780 2.1118 1.1128  0.020
C 0.6602 1.7217 2.3569  0.655
C 0.5895 2.4871 3.5485  -0.926
C 0.9968 1.9425 4.7466  -0.964
C 1.4588 0.6325 4.8336  -0.869
C 1.5301 -0.1802 3.6835  0.769
C 1.9621 -1.5218 3.6861  -0.636
C 1.9588 -2.2347 2.4981  -1.047
C 1.5657 -1.6184 1.3224  0.159
N 1.1995 -0.3247 1.2800  0.451
C 1.1460 0.3776 2.4357  0.636
C -1.1782 5.1064 -0.4815  -0.764
H -2.3616 5.1275 -3.6677  0.451
H -1.2341 2.9236 -3.6698  0.508
H -0.2389 4.0600 1.6520  0.131
H 0.2179 3.4978 3.5247  0.385
H 0.9465 2.5478 5.6392  0.429
H 1.7443 0.2262 5.7905  0.464
H 2.2649 -1.9878 4.6110  0.488
H 2.2613 -3.2697 2.4750  0.469
H 1.4969 -2.1771 0.3988  0.145
H -1.1619 5.7414 0.3931  0.542
N 3.0459 1.8522 -0.6215  -0.318
C 3.7664 0.8573 -1.4201  -0.634
C 2.8137 0.2775 -2.4654  -0.590
N 1.7351 -0.4604 -1.7855  -0.293
H 2.8710 2.6845 -1.1836  0.220
H 3.5907 2.1362 0.1892  0.247
H 4.1127 0.0604 -0.7538  0.328
H 4.6404 1.2871 -1.9230  0.400
H 3.3659 -0.3720 -3.1556  0.438
H 2.3616 1.0954 -3.0330  0.307
H 2.1412 -1.2952 -1.3615  0.222
H 1.0486 -0.7656 -2.4748  0.229
C -4.8704 -4.1534 -1.9727  -1.411
C -3.5440 -3.8059 -1.4137  0.812
C -2.6710 -4.7090 -0.8472  -0.897
C -1.4209 -4.2572 -0.3857  0.934
N -1.0821 -2.9750 -0.4574  -0.134
C -1.9410 -2.0993 -0.9479  -0.135
S -1.6436 -0.4298 -1.0054  -0.458
N -3.1459 -2.5147 -1.4554  -0.003
C -0.4501 -5.1953 0.2275  -1.247
H -5.0454 -5.2235 -1.9143  0.358
H -4.9423 -3.8443 -3.0158  0.378
H -5.6626 -3.6406 -1.4258  0.366
H -2.9419 -5.7462 -0.7645  0.400
H -3.7606 -1.8079 -1.8476  0.320
H -0.7040 -6.2263 0.0017  0.411
H -0.4808 -5.0664 1.3101  0.265
H 0.5649 -4.9838 -0.1006  0.313

Atomic forces in eV per Å
0.095 -0.305 -0.958
0.365 -0.820 0.123
-0.738 0.559 -1.368
-0.092 0.449 0.227
0.048 0.016 -0.032
0.034 0.294 0.213
-0.271 0.542 -0.706
-0.183 0.175 -0.162
-0.642 2.164 0.217
1.037 -2.395 1.390
-0.549 0.510 -1.244
0.007 0.233 0.008
0.070 -0.198 0.079
-0.148 0.431 0.363
-0.004 -0.428 -0.870
-0.229 0.372 -0.287
0.002 0.116 0.248
-0.186 0.368 0.031
0.484 -0.603 0.894
0.277 -0.602 0.500
0.710 -0.964 0.882
0.006 0.041 -0.090
0.015 -0.088 -0.099
-0.005 -0.048 0.018
-0.018 0.073 0.026
-0.011 0.004 0.067
0.079 -0.066 0.098
0.059 -0.042 0.094
0.008 -0.080 -0.001
0.001 0.085 0.018
-0.021 -0.014 0.071
-0.274 0.073 0.140
-0.037 -0.072 -0.382
0.539 0.206 0.106
-0.257 -0.080 0.128
0.067 -0.101 0.180
-0.115 -0.004 -0.126
0.021 0.083 -0.056
-0.064 -0.142 0.066
-0.131 0.148 0.077
0.016 -0.130 -0.027
-0.221 0.092 -0.202
-0.036 -0.045 0.233
-0.237 -0.002 -0.087
0.529 -0.281 0.285
-0.071 0.227 -0.061
-0.601 0.233 -0.318
0.562 -0.484 0.331
-0.183 0.989 -0.263
0.083 0.254 -0.027
-0.033 -0.356 0.106
0.060 -0.165 0.097
0.005 -0.002 0.005
0.029 -0.003 -0.044
-0.017 0.010 0.046
-0.069 -0.145 -0.057
0.160 -0.036 0.083
0.056 -0.075 0.010
0.001 -0.010 0.077
0.018 0.039 -0.067

***

Entry 3:
The following is a DFT calculation (the ωB97M-V functional and the def2-TZVPD basis) of a structure of composition C24H26Cl5N6Ti in a non-equilibrium geometry.

Calculated values
energy: -4408.72581 Eh
E_HOMO (spin up / spin down): -0.51005 / -0.51606 hartree
HOMO-LUMO gap (spin up / spin down): 0.279 / 0.283 hartree
multiplicity: 2
net charge: +2
<S²>: 0.753

Each line ends with the Mulliken charge.
Cartesian coordinates (Å):
Ti -0.8381 -0.2051 0.0154  -0.527
N 0.4938 0.2276 -1.4872  0.042
C 0.5133 -0.6712 -2.6473  -0.892
C 0.2533 -2.1090 -2.1802  -0.741
N -0.8693 -2.1932 -1.2274  1.049
C -0.6979 -3.3173 -0.2873  -0.847
C -1.3297 -2.9549 1.0506  -0.590
N -0.6895 -1.7080 1.4700  -0.070
C -2.1498 -2.4279 -1.9202  -1.005
C -2.6452 -1.1702 -2.6174  -1.135
N -2.4860 -0.0622 -1.6649  -0.133
H 0.3400 1.2026 -1.7788  0.145
H 1.4166 0.2193 -1.0486  0.253
H 1.4856 -0.6416 -3.1538  0.517
H -0.2333 -0.3348 -3.3652  0.304
H 1.1556 -2.4505 -1.6696  0.414
H 0.0994 -2.7568 -3.0539  0.321
H 0.3647 -3.4984 -0.1163  0.153
H -1.1312 -4.2397 -0.6921  0.341
H -1.1714 -3.7699 1.7674  0.553
H -2.4099 -2.7943 0.9564  0.297
H 0.3313 -1.8542 1.4824  0.287
H -0.9730 -1.4600 2.4203  0.397
H -2.8899 -2.7202 -1.1700  0.478
H -2.0587 -3.2481 -2.6455  0.359
H -3.6886 -1.3147 -2.9177  0.488
H -2.0814 -0.9728 -3.5281  0.258
H -3.3367 -0.0340 -1.0986  0.327
H -2.4713 0.8265 -2.1704  0.229
C 4.2858 -2.1963 0.0932  -1.104
C 2.9073 -2.3359 0.2659  -0.186
N 2.0875 -1.3395 0.5394  -0.550
C 2.6309 -0.1074 0.7204  -0.238
C 4.0207 0.1371 0.5696  0.875
C 4.8474 -0.9508 0.2370  -0.796
C 4.5345 1.4454 0.7923  -1.035
C 3.7409 2.4206 1.2969  -0.900
C 2.3769 2.1648 1.6129  0.657
C 1.6125 3.0597 2.3792  -0.819
C 0.3623 2.6588 2.7969  -1.462
C -0.1737 1.4779 2.2964  -0.089
N 0.4647 0.6733 1.4388  1.137
C 1.7841 0.9397 1.2220  0.742
H 4.8849 -3.0612 -0.1296  0.475
H 2.4652 -3.3225 0.1943  0.498
H 5.9132 -0.8123 0.1348  0.493
H 5.5781 1.6325 0.5925  0.459
H 4.1348 3.3999 1.5146  0.466
H 2.0400 3.9983 2.6933  0.538
H -0.2058 3.2549 3.4922  0.523
H -1.1524 1.1647 2.6408  0.699
Cl -0.0592 3.2800 -1.0706  -0.202
C -1.5323 2.9598 -0.2196  0.934
C -1.7866 1.6490 0.1595  -1.588
C -2.9660 1.4601 0.8681  1.500
Cl -3.2009 -0.1944 1.3571  -0.149
C -3.8777 2.4529 1.1936  -0.261
Cl -5.3151 2.1028 2.0626  -0.144
C -3.5844 3.7573 0.7706  0.612
Cl -4.6837 5.0233 1.1088  -0.126
C -2.3971 4.0176 0.0724  -0.087
Cl -2.0390 5.6230 -0.4180  -0.141

Atomic forces in eV per Å
-1.155 -0.958 -0.801
1.081 0.636 -0.740
0.016 -0.523 -0.362
0.375 0.263 -0.404
0.077 -0.242 0.096
-0.102 -0.423 0.454
-0.099 -0.678 -0.215
0.286 -0.878 1.015
-0.462 0.319 -0.393
0.037 -0.548 -0.105
-0.354 0.235 -0.217
0.126 -0.345 0.106
-0.125 0.159 -0.278
-0.196 0.022 0.022
0.108 0.002 0.079
-0.150 -0.019 -0.080
-0.009 0.028 0.162
-0.067 0.027 -0.095
0.121 0.076 0.069
-0.073 0.142 -0.096
0.168 -0.078 0.029
-0.248 0.135 0.146
0.128 0.023 -0.252
0.075 -0.013 -0.052
0.022 0.025 0.197
0.142 0.074 0.011
-0.050 0.023 0.081
0.198 0.189 -0.192
-0.028 -0.176 0.231
0.189 0.321 0.087
-0.112 0.027 -0.031
0.186 0.065 0.080
0.680 -0.249 -0.018
-0.638 -0.134 -0.044
-0.266 -0.303 -0.040
-0.092 0.423 0.151
0.370 -0.240 -0.124
-0.349 -0.542 -0.177
-0.419 -0.426 -0.005
0.383 0.311 0.025
0.339 -0.251 0.129
0.672 0.952 1.170
0.200 0.591 0.277
0.118 -0.143 -0.025
-0.022 -0.062 -0.084
0.094 0.074 -0.055
0.116 0.032 0.001
0.120 0.122 0.044
0.030 0.149 0.050
-0.128 0.045 0.029
-0.011 0.050 -0.220
0.272 0.478 -0.134
-0.275 -0.253 0.122
-1.036 1.298 0.321
0.310 0.753 -0.412
-0.632 -0.349 0.476
-0.138 0.093 0.005
0.203 -0.031 -0.092
-0.061 -0.046 0.079
0.091 -0.087 -0.003
-0.071 0.068 -0.029
0.035 -0.231 0.033

***

- The lowest energy belongs to which entry?
  C24H26BrN6ORhS